DFT (ωB97M-V/def2-TZVPD) results for a single CH2N2O2 molecule.

Last column: natural (NBO) charge in e.
Atoms and positions in Å:
O  -0.51336  -1.80162  0.58095  -0.516
C  -0.22903  -0.65994  0.30762  0.750
N  0.19450  0.04765  -1.08897  -0.396
O  0.39502  1.24085  -0.33336  -0.243
N  -0.02852  0.53913  0.89392  -0.345
H  1.06713  -0.36014  -1.46548  0.361
H  -0.88575  0.99408  1.10531  0.389

Forces on atoms 1 to 2 (eV/Å):
O 0.34 2.87 -0.14
C 0.93 -2.64 -4.49

- 2S+1: 1
- Energy relative to the best compared isomer or geometry (same formula, charge and spin): 486.6 kJ/mol
- E_HOMO: -9.8 eV
- LUMO level: 0.029 Ha

---

DFT (ωB97M-V/def2-TZVPD) results for 2 unconnected molecules or ions with the total composition CH2N2O2S.

Last column: natural (NBO) charge in e.
Atoms and positions in Å:
O  -0.22648  -1.84317  -1.62669  -0.287
N  0.52945  -1.63271  -0.68510  0.250
N  0.05448  -1.12893  0.40960  -0.362
C  0.27676  -0.57135  1.46378  0.261
S  0.66778  0.12365  2.80571  0.137
O  -0.52786  1.61254  -0.43122  -0.938
H  -0.40184  2.45811  -0.83692  0.473
H  -0.37229  0.98185  -1.09917  0.466

Forces on atoms 1 to 2 (eV/Å):
O 0.67 0.72 2.20
N 1.05 -1.38 -3.26

- 2S+1: 1
- Energy relative to the best compared isomer or geometry (same formula, charge and spin): 512.0 kJ/mol
- E_HOMO: -9.7 eV
- LUMO level: -0.051 Ha

---

DFT (ωB97M-V/def2-TZVPD) results for a single CH2N2O2S molecule.

Last column: natural (NBO) charge in e.
Atoms and positions in Å:
C  2.83182  -0.84949  -0.11607  0.525
N  3.25764  -1.72970  0.50675  -0.404
N  -0.06253  0.48533  -0.00164  -1.092
O  2.41285  -0.00165  -0.94377  -0.677
O  1.77547  1.44756  1.04530  -0.903
S  1.37405  1.27872  -0.31284  1.695
H  0.07532  0.14883  1.04890  0.431
H  -0.64779  -0.13612  -0.62843  0.426

Forces on atoms 1 to 2 (eV/Å):
C 1.01 -2.27 1.09
N -0.34 0.66 -0.03

- 2S+1: 1
- Energy relative to the best compared isomer or geometry (same formula, charge and spin): 356.1 kJ/mol
- E_HOMO: -11.0 eV
- LUMO level: 0.011 Ha